No. 1
Below is a cluster of 2 separate species, C8H9ClO2 in total in a non-equilibrium geometry, with properties calculated with ωB97M-V/def2-TZVPD.

Output
LUMO level (alpha / beta) = 0.52 / 0.33 eV
HOMO level (alpha / beta) = -6.80 / -7.32 eV
ΔE to the lowest compared entry with this formula, charge and spin = 553.6 kJ/mol
largest force on an atom = 6.7 eV/A
net charge = 0

Atoms and positions in Å:
C: -2.45411 -1.55307 -0.41980
C: -3.64075 -1.56834 -0.21572
C: 0.49958 -2.64573 0.15816
C: 0.67082 -1.53633 0.92016
C: 1.32917 2.53884 -0.30758
C: 1.05939 2.06893 1.08290
C: 0.60283 1.42618 -1.28091
C: 0.72570 -0.16966 0.47296
O: 0.74243 0.79551 1.37351
O: 0.88288 0.09832 -0.89924
Cl: -5.19348 -1.38546 0.44260
H: 0.54526 -3.65147 0.68055
H: 0.49227 -2.65774 -0.97324
H: 0.55129 -1.64174 2.05121
H: 1.24878 3.61467 -0.56482
H: 2.34966 2.26798 -0.61955
H: 0.76165 2.71994 2.01778
H: -1.48678 -1.81197 -0.50199
H: -0.48596 1.56369 -1.18822
H: 0.79937 1.52746 -2.22876

Cartesian forces (eV/Å) of the 6 atoms listed first:
C -3.6 0.1 0.3
C -0.7 0.6 1.0
C 0.8 -1.4 -0.5
C -0.9 1.0 1.1
C 0.5 -2.8 -1.3
C -0.8 2.6 2.4

No. 2
Below is a structure of composition C14H24MnNO5 in a non-equilibrium geometry, with properties calculated with ωB97M-V/def2-TZVPD.

Output
multiplicity = 6
LUMO level (alpha / beta) = -2.58 / -2.77 eV
HOMO level (alpha / beta) = -11.90 / -11.92 eV
⟨S²⟩ = 8.7536
largest force on an atom = 2.1 eV/A
net charge = +1

Atoms and positions in Å:
Mn: 0.45556 0.41823 -0.21150
C: 3.18066 0.76983 -2.17690
O: 2.75746 0.46393 -0.85000
C: 3.28386 -0.75037 -0.34360
C: 2.59086 -1.97557 -0.95810
O: 1.20506 -1.67247 -1.06560
C: 0.45086 -2.74977 -1.59620
H: 4.27016 0.70053 -2.24300
H: 2.86146 1.78933 -2.38470
H: 2.73026 0.10393 -2.91610
H: 3.08916 -0.71097 0.73690
H: 4.36506 -0.80977 -0.52550
H: 2.74366 -2.84877 -0.31040
H: 2.99876 -2.19517 -1.95410
H: 0.45736 -3.59717 -0.90360
H: 0.85536 -3.06897 -2.56090
H: -0.56834 -2.38957 -1.72680
C: 1.24156 4.24243 0.30520
C: 0.29796 3.25773 0.98460
C: -0.32984 3.79163 2.26300
O: 0.99376 2.01683 1.28260
C: -0.81074 2.93723 -0.11120
O: -1.82024 3.59583 -0.13560
O: -0.46224 2.01003 -0.91230
H: 2.02486 4.58453 0.98150
H: 0.68266 5.11113 -0.03640
H: 1.70106 3.77153 -0.56470
H: 0.38396 4.37283 2.84230
H: -0.68464 2.95593 2.86310
H: -1.17524 4.42293 2.00810
H: 1.85496 2.26083 1.65420
C: -4.46534 -3.52727 0.45710
C: -3.36584 -2.53487 0.59760
C: -2.51144 -2.50757 1.69900
C: -1.46064 -1.60627 1.73320
N: -1.21274 -0.74687 0.74560
C: -2.06874 -0.72657 -0.28840
C: -3.14324 -1.58307 -0.39850
H: -4.30584 -4.38827 1.09920
H: -4.55104 -3.86057 -0.57570
H: -5.42044 -3.06997 0.71820
H: -2.66174 -3.19127 2.51960
H: -0.78114 -1.57247 2.57520
H: -1.88074 0.02293 -1.06080
H: -3.79624 -1.51667 -1.25560

Cartesian forces (eV/Å) of the 6 atoms listed first:
Mn 0.6 0.1 0.4
C 0.0 0.2 -0.3
O -0.4 0.0 0.2
C -0.1 -0.5 0.2
C 0.4 0.4 0.0
O 0.1 0.5 0.3

No. 3
Below is the molecule C29H43NO3 in a non-equilibrium geometry, with properties calculated with ωB97M-V/def2-TZVPD.

Output
LUMO level = 0.63 eV
HOMO level = -7.31 eV
largest force on an atom = 3.2 eV/A
SMILES = CCOC(=O)[C@@]1([C@H](/C=C/N2CCCCC2)c2ccccc2)CCCCCCCCCCC1=O
net charge = 0

Atoms and positions in Å:
C: -4.39451 0.75701 2.12971
C: -4.23377 0.09403 0.78650
O: -2.87425 -0.38149 0.77845
C: -2.42178 -0.99306 -0.35447
O: -3.15592 -1.26037 -1.28308
C: -0.90968 -1.25249 -0.24936
C: -0.23473 0.03378 -0.46134
C: -0.50500 0.99398 0.66094
C: 0.43583 1.41495 1.56406
N: 0.38265 2.59245 2.22365
C: 1.27122 2.77587 3.36549
C: 1.51598 4.23181 3.73221
C: 0.21432 5.01882 3.77855
C: -0.50618 4.95263 2.44389
C: -0.66655 3.53422 1.88093
C: -0.63511 0.76718 -1.77600
C: 0.35295 1.12163 -2.70140
C: -0.01208 1.49930 -3.99886
C: -1.36184 1.73758 -4.29064
C: -2.32094 1.64185 -3.27795
C: -1.94149 1.20118 -1.99975
C: -0.77158 -1.82539 1.21199
C: 0.57971 -1.97947 1.88537
C: 1.55894 -3.02716 1.33361
C: 2.83795 -2.40215 0.78057
C: 3.71843 -3.38303 -0.00520
C: 3.13863 -3.86078 -1.34606
C: 2.82984 -2.74439 -2.34584
C: 1.70423 -3.08421 -3.33810
C: 0.71517 -1.92386 -3.54225
C: -0.63468 -2.05814 -2.82616
C: -0.59032 -2.32933 -1.32116
O: -0.32253 -3.47630 -0.97699
H: -5.32794 1.32062 2.12115
H: -4.43944 -0.00055 2.92403
H: -3.57366 1.44959 2.35624
H: -4.89060 -0.77705 0.66266
H: -4.38303 0.79716 -0.04623
H: 0.84837 -0.14716 -0.47498
H: -1.49428 1.43989 0.67786
H: 1.32618 0.80530 1.78832
H: 2.22485 2.28471 3.12335
H: 0.84463 2.24119 4.23486
H: 2.20779 4.67671 3.00831
H: 2.00833 4.25503 4.70666
H: -0.43034 4.60847 4.56331
H: 0.41758 6.06134 4.03487
H: -1.50344 5.38851 2.53425
H: 0.02470 5.55752 1.70173
H: -0.73429 3.61711 0.78109
H: -1.64708 3.13110 2.20570
H: 1.40681 1.01268 -2.42535
H: 0.75775 1.61550 -4.76660
H: -1.65423 2.03400 -5.29978
H: -3.36680 1.90087 -3.45146
H: -2.67986 1.19547 -1.19761
H: -1.34726 -1.15025 1.86095
H: -1.29377 -2.79037 1.23147
H: 0.34005 -2.29703 2.90892
H: 1.06213 -0.99949 1.98218
H: 1.04825 -3.64804 0.58413
H: 1.83684 -3.70399 2.15720
H: 3.42406 -2.02153 1.63811
H: 2.58140 -1.52145 0.16535
H: 3.91303 -4.26534 0.61601
H: 4.67890 -2.88746 -0.18808
H: 2.22739 -4.44721 -1.15894
H: 3.86355 -4.54675 -1.81289
H: 3.75014 -2.53025 -2.91322
H: 2.60703 -1.80870 -1.81574
H: 1.15907 -3.98284 -3.02814
H: 2.17939 -3.30762 -4.30478
H: 0.50830 -1.83091 -4.61732
H: 1.18210 -0.97811 -3.25216
H: -1.14193 -2.94075 -3.25212
H: -1.28359 -1.19658 -3.02467

Cartesian forces (eV/Å) of the 6 atoms listed first:
C -0.3 0.0 0.3
C 0.4 -0.3 -0.1
O -0.2 -0.2 -1.1
C -1.2 -0.3 0.0
O 0.6 0.0 0.8
C -1.9 -2.5 0.6

No. 4
Below is a cluster of 4 separate species, C14H34Br2O3 in total in a non-equilibrium geometry, with properties calculated with ωB97M-V/def2-TZVPD.

Output
LUMO level = 0.51 eV
HOMO level = -9.42 eV
largest force on an atom = 2.2 eV/A
SMILES = BrCCBr.CCOCC.CCOCC.CCOCC
net charge = 0

Atoms and positions in Å:
Br: -0.38846 -4.14323 -2.53149
C: -1.48760 -3.19236 -1.13871
C: -1.55496 -1.70888 -1.49079
Br: -2.05837 -0.72394 0.09561
H: -0.97910 -3.27809 -0.17840
H: -2.46385 -3.67321 -1.07700
H: -2.24590 -1.46847 -2.29882
H: -0.57580 -1.36971 -1.82889
C: -3.66143 5.12436 -5.53477
C: -3.81776 3.59866 -5.61516
O: -3.93235 3.06684 -4.28543
C: -4.21988 1.70403 -4.22482
C: -4.20491 1.23294 -2.79070
H: -2.63977 5.27763 -5.18716
H: -3.79162 5.57809 -6.51726
H: -4.34256 5.62000 -4.84304
H: -4.73031 3.32212 -6.14325
H: -3.00416 3.07608 -6.11821
H: -5.25125 1.57454 -4.55286
H: -3.56380 1.03512 -4.78181
H: -4.84585 1.85491 -2.16584
H: -3.22442 1.18431 -2.31704
H: -4.53470 0.19873 -2.88949
C: 2.61016 -2.06295 6.71388
C: 1.40049 -1.56528 5.92692
O: 1.16315 -2.35358 4.75828
C: -0.09164 -2.08967 4.10860
C: -0.46718 -3.30894 3.31432
H: 2.84381 -1.53931 7.64086
H: 2.40313 -3.10370 6.96303
H: 3.49508 -1.90921 6.09632
H: 0.46620 -1.50621 6.48523
H: 1.67397 -0.58900 5.52667
H: -0.91073 -1.69367 4.70891
H: 0.07542 -1.23520 3.45279
H: 0.34551 -3.80410 2.78287
H: -1.29675 -3.09078 2.64177
H: -0.97753 -4.01540 3.96897
C: 1.72110 -0.15769 0.79671
C: 2.71244 0.83728 0.23693
O: 3.99336 0.37936 -0.05129
C: 5.03664 1.39847 -0.16026
C: 6.33672 0.60062 -0.01120
H: 1.29056 -0.70937 -0.03898
H: 2.13396 -0.73816 1.62176
H: 0.85233 0.40923 1.13129
H: 2.35381 1.18013 -0.73360
H: 2.72744 1.73011 0.86201
H: 4.80492 1.81694 -1.13969
H: 4.98169 2.21561 0.55902
H: 6.27437 -0.27832 -0.65282
H: 6.26311 0.19463 0.99768
H: 7.30340 1.09777 -0.09174

Cartesian forces (eV/Å) of the 6 atoms listed first:
Br -0.7 0.5 0.8
C 0.4 0.3 -0.3
C 0.3 -0.5 -0.6
Br -0.1 0.1 0.0
H 0.2 -0.4 -0.3
H 0.2 0.0 -0.2

Which total energy belongs to each record? In order, -920.63887, -2129.64928, -1411.25851, -5927.46506 a.u..